Molecular formula: C25H31ClN4O7ReSiTe
Method: DFT, ωB97M-V with the def2-TZVPD basis set

Values from the calculation:
- 2S+1 = 4
- LUMO energy (spin up / spin down) (hartree) = -0.0122 / -0.0540
- net charge = 0
- <S²> = 3.7653
- Kohn-Sham gap (spin up / spin down) (Eh) = 0.2648 / 0.2231

Cartesian coordinates (Å):
Re: 0.877 0.460 0.794
N: 2.933 -0.133 1.234
C: 3.086 -1.612 1.085
C: 1.886 -2.290 0.424
O: 1.939 -3.468 0.144
N: 0.815 -1.468 0.264
C: -0.493 -2.063 0.012
C: -1.478 -0.936 -0.194
O: -2.588 -1.141 -0.620
O: -1.019 0.277 0.066
H: 3.080 0.148 2.201
H: 3.620 0.350 0.666
H: 3.987 -1.864 0.531
H: 3.160 -2.069 2.071
H: -0.490 -2.733 -0.846
H: -0.821 -2.643 0.879
C: 1.081 0.848 -2.905
C: 0.943 2.052 -2.027
C: 0.722 3.314 -2.529
C: 0.608 4.397 -1.647
C: 0.786 4.238 -0.292
C: 1.062 2.948 0.179
N: 1.088 1.895 -0.697
N: 1.302 2.474 1.414
Si: 1.582 3.326 2.923
C: 2.706 4.793 2.602
C: 0.015 3.886 3.754
C: 2.571 2.134 3.972
H: 1.142 -0.062 -2.308
H: 1.986 0.939 -3.509
H: 0.232 0.760 -3.581
H: 0.603 3.449 -3.594
H: 0.376 5.379 -2.041
H: 0.679 5.057 0.403
H: 2.408 5.411 1.753
H: 3.734 4.467 2.425
H: 2.717 5.438 3.485
H: -0.719 4.221 3.017
H: 0.211 4.700 4.454
H: -0.438 3.059 4.303
H: 2.042 1.184 4.093
H: 2.729 2.540 4.974
H: 3.559 1.950 3.539
Te: -2.095 -1.339 -3.333
C: -3.465 0.258 -3.177
C: -4.826 -0.002 -3.067
C: -5.720 1.046 -2.887
C: -5.256 2.352 -2.804
C: -3.896 2.610 -2.902
C: -3.000 1.565 -3.084
C: -2.076 -1.328 -5.464
C: -0.868 -1.533 -6.125
C: -0.822 -1.597 -7.513
C: -1.986 -1.454 -8.253
C: -3.196 -1.257 -7.599
C: -3.242 -1.196 -6.213
H: -5.185 -1.022 -3.101
H: -6.779 0.838 -2.801
H: -5.955 3.165 -2.656
H: -3.530 3.627 -2.830
H: -1.938 1.770 -3.135
H: 0.045 -1.647 -5.551
H: 0.124 -1.764 -8.015
H: -1.953 -1.502 -9.334
H: -4.110 -1.162 -8.172
H: -4.191 -1.053 -5.711
O: -0.610 0.219 4.732
Cl: -0.721 -0.019 3.336
O: 0.650 -0.432 2.809
O: -1.637 -1.057 3.017
O: -1.021 1.199 2.631

Force components x, y, z for each atom (eV/Å):
Re -0.7622 -0.1494 0.2412
N -0.1262 0.0086 0.0979
C -0.0695 -0.1328 -0.0078
C -0.0831 0.2992 -0.0684
O -0.0522 -0.1239 0.0674
N 0.2221 -0.2982 -0.1882
C 0.2825 0.0949 0.1031
C -0.0174 -0.0573 -0.2524
O -0.2223 0.0883 0.3617
O 0.8027 0.2314 0.5171
H 0.1536 0.0136 -0.0278
H -0.0456 0.1101 0.0336
H 0.0406 0.0629 -0.0103
H 0.0700 0.0686 0.0321
H -0.0157 0.0483 -0.0902
H 0.0050 -0.0370 0.0081
C 0.0408 0.0787 0.1207
C 0.0099 -0.1669 -0.0449
C -0.1192 0.1407 0.0054
C 0.0612 -0.1092 0.0494
C -0.1153 0.0758 -0.0939
C 0.3335 -0.1294 0.0738
N 0.1627 0.0130 -0.2219
N -0.2473 -0.3030 -0.0492
Si 0.2543 0.1061 -0.0702
C 0.0043 0.0771 -0.0469
C -0.0441 -0.1147 0.0278
C -0.2035 -0.1257 0.0907
H -0.0479 -0.0174 -0.0578
H 0.0113 -0.0097 0.0164
H 0.0062 -0.0444 0.0101
H 0.0210 -0.0020 0.0052
H 0.0258 -0.0017 -0.0074
H 0.0089 0.0060 -0.0309
H -0.0026 0.0056 0.0480
H -0.0369 -0.0159 -0.0329
H 0.0106 -0.0223 -0.0214
H 0.0114 0.0432 0.0286
H 0.0084 0.0091 -0.0333
H -0.0283 0.0354 -0.0056
H 0.0537 0.0176 0.0500
H 0.0073 0.0054 -0.0221
H -0.0177 0.0352 -0.0204
Te -0.2997 -0.1694 -0.6622
C 0.1205 -0.0864 0.1686
C -0.0035 0.1040 0.0056
C 0.0211 -0.0415 -0.0299
C -0.0158 -0.0296 -0.0193
C 0.0499 -0.0030 -0.0313
C -0.1172 0.0321 -0.0030
C 0.1762 0.0016 0.0746
C -0.0446 0.0110 -0.0141
C -0.0070 -0.0311 0.0364
C 0.0151 -0.0167 0.0142
C 0.0023 0.0289 0.0252
C 0.0008 -0.0103 0.0060
H -0.0038 -0.0061 0.0004
H 0.0049 0.0119 0.0057
H 0.0110 0.0033 0.0009
H -0.0006 -0.0099 0.0116
H -0.0064 0.0044 -0.0111
H 0.0210 0.0230 -0.0336
H -0.0085 0.0179 0.0099
H -0.0081 -0.0026 0.0070
H 0.0077 0.0227 0.0158
H -0.0095 0.0180 -0.0255
O 0.2765 -0.3280 -0.1585
Cl -0.7792 0.5837 0.3256
O 0.1311 0.2361 -0.6291
O 0.2484 0.0188 0.0542
O -0.1332 -0.1968 0.2719

How positive or negative is each atom? The Mulliken charges in e answer that: 0.39 -0.50 -0.59 0.35 -0.68 0.29 -0.24 0.07 -0.77 -0.47 0.16 0.39 0.44 0.24 0.47 0.33 -0.93 0.75 -0.61 -0.61 -1.04 0.90 0.36 0.27 -0.08 -1.13 -0.98 -1.06 0.04 0.36 0.18 0.46 0.45 0.47 0.34 0.27 0.36 0.33 0.43 0.27 0.30 0.42 0.26 0.44 0.01 -0.36 -0.54 -0.41 -0.52 -0.17 0.26 -0.44 -0.58 -0.44 -0.55 -0.19 0.48 0.36 0.38 0.41 0.17 0.32 0.36 0.37 0.36 0.33 -0.63 1.87 -0.73 -0.65 -0.55

=====

Molecular formula: C25H31CuGeIN5O3
Method: DFT, ωB97M-V with the def2-TZVPD basis set

Values from the calculation:
- 2S+1 = 2
- LUMO energy (spin up / spin down) (hartree) = -0.1393 / -0.1823
- net charge = +1
- <S²> = 0.7539
- Kohn-Sham gap (spin up / spin down) (Eh) = 0.2731 / 0.2281
- energy relative to the best compared isomer or geometry (same formula, charge and spin) (eV) = 0.0000

Cartesian coordinates (Å):
Cu: 0.228 1.156 1.894
C: -4.147 0.972 3.170
C: -3.274 -0.173 3.576
N: -3.764 -1.124 4.321
C: -2.980 -2.160 4.699
C: -1.674 -2.293 4.331
C: -0.893 -3.507 4.769
O: 0.321 -3.186 5.436
C: -1.099 -1.273 3.515
C: 0.245 -1.432 3.059
N: 0.914 -0.625 2.290
C: 2.189 -1.040 1.812
C: 2.481 -2.383 1.575
C: 3.728 -2.766 1.111
C: 4.704 -1.818 0.848
C: 4.422 -0.474 1.035
C: 3.173 -0.105 1.504
I: 2.737 1.929 1.722
C: -1.904 -0.185 3.143
O: -1.501 0.830 2.433
H: -5.144 0.824 3.575
H: -4.206 1.046 2.082
H: -3.741 1.917 3.536
H: -3.457 -2.907 5.323
H: -0.603 -4.110 3.906
H: -1.535 -4.134 5.391
H: 0.113 -2.801 6.294
H: 0.755 -2.327 3.398
H: 1.717 -3.133 1.730
H: 3.930 -3.815 0.940
H: 5.677 -2.115 0.483
H: 5.168 0.278 0.815
C: 0.318 4.488 -3.545
C: 0.492 2.979 -3.440
C: 1.581 2.583 -2.451
C: 1.739 1.067 -2.302
Ge: 0.159 0.188 -1.573
C: -1.349 -0.236 -2.719
C: -0.853 -0.753 -4.072
C: 0.036 -1.985 -3.947
C: 0.522 -2.501 -5.294
H: -0.459 4.751 -4.262
H: 1.245 4.966 -3.866
H: 0.041 4.919 -2.580
H: 0.738 2.563 -4.422
H: -0.463 2.525 -3.149
H: 1.373 3.033 -1.474
H: 2.534 3.007 -2.780
H: 2.571 0.816 -1.639
H: 1.962 0.614 -3.272
H: 0.521 -0.889 -0.538
H: -1.960 0.660 -2.830
H: -1.957 -0.988 -2.212
H: -0.307 0.040 -4.594
H: -1.714 -0.992 -4.702
H: -0.512 -2.772 -3.419
H: 0.910 -1.754 -3.319
H: -0.321 -2.776 -5.928
H: 1.155 -3.381 -5.181
H: 1.098 -1.738 -5.821
O: -0.451 1.483 -0.289
N: -1.499 2.202 -0.710
C: -1.793 3.189 0.061
C: -0.990 3.425 1.231
N: -0.251 3.458 2.112
C: -2.904 4.032 -0.265
N: -3.794 4.707 -0.525

Force components x, y, z for each atom (eV/Å):
Cu 0.0905 0.0387 0.1667
C 0.0120 -0.0156 -0.0134
C 0.0240 0.0093 -0.0008
N 0.0050 -0.0159 0.0119
C -0.0185 0.0220 -0.0032
C 0.0133 0.0033 0.0003
C -0.0072 0.0063 0.0021
O -0.0009 0.0085 -0.0009
C -0.0190 -0.0167 0.0067
C 0.0472 0.0178 -0.0341
N -0.0694 0.0013 0.0167
C 0.0343 -0.0245 -0.0182
C -0.0091 0.0131 0.0062
C -0.0039 -0.0085 0.0014
C 0.0128 0.0074 -0.0053
C -0.0043 -0.0083 0.0008
C -0.0148 0.0311 0.0084
I -0.0430 -0.0312 -0.0344
C -0.0418 -0.0143 0.0377
O -0.0258 -0.0158 -0.0516
H -0.0004 0.0019 0.0044
H -0.0013 0.0070 0.0030
H -0.0058 0.0027 0.0017
H 0.0007 0.0010 -0.0015
H 0.0041 -0.0007 0.0007
H 0.0002 -0.0056 -0.0031
H 0.0013 -0.0022 -0.0017
H 0.0056 -0.0009 -0.0075
H 0.0047 -0.0065 -0.0017
H -0.0021 0.0006 0.0002
H -0.0019 -0.0026 0.0004
H 0.0001 -0.0008 0.0005
C -0.0007 -0.0110 -0.0044
C 0.0080 0.0077 -0.0027
C 0.0091 -0.0199 -0.0001
C -0.0158 0.0281 0.0161
Ge 0.0079 -0.0329 0.0745
C 0.0417 0.0065 -0.0431
C -0.0049 -0.0026 0.0205
C -0.0005 0.0011 -0.0082
C -0.0019 0.0004 0.0062
H 0.0008 0.0035 0.0034
H -0.0011 0.0029 0.0034
H -0.0010 0.0013 0.0031
H -0.0097 0.0009 -0.0029
H -0.0004 0.0044 0.0036
H -0.0081 0.0033 -0.0014
H -0.0008 0.0040 0.0030
H 0.0150 0.0187 -0.0158
H -0.0140 -0.0244 0.0067
H 0.0010 -0.0041 -0.0252
H -0.0026 0.0008 0.0061
H -0.0073 0.0039 0.0000
H -0.0011 -0.0002 -0.0026
H -0.0003 0.0000 -0.0016
H 0.0013 0.0001 0.0018
H -0.0017 -0.0006 0.0006
H 0.0008 0.0008 -0.0002
H -0.0011 0.0006 -0.0024
H -0.0017 -0.0001 -0.0005
O -0.0332 -0.0904 -0.2481
N 0.0935 0.0729 0.1761
C -0.0462 0.0204 -0.0322
C -0.0207 0.0131 -0.0220
N 0.0034 0.0198 0.0057
C -0.0064 -0.0538 -0.0398
N 0.0120 0.0231 0.0300

How positive or negative is each atom? The Mulliken charges in e answer that: -0.73 -1.18 0.69 -0.61 -0.98 0.79 -1.00 -0.52 -0.90 0.36 0.46 0.39 0.08 -1.00 -0.57 -0.64 0.15 0.10 0.48 -0.47 0.38 0.26 0.29 0.36 0.34 0.40 0.34 0.98 0.56 0.42 0.43 0.45 -1.53 0.14 -0.68 -0.51 -0.11 -0.79 -0.60 -0.03 -1.42 0.40 0.37 0.30 0.34 0.04 0.00 0.61 0.37 0.56 -0.39 0.42 0.58 0.14 0.53 0.31 0.14 0.34 0.38 0.33 0.84 -0.45 0.82 0.52 -0.49 -0.21 -0.38

=====

Molecular formula: C25H31F2NO3PTeV
Method: DFT, ωB97M-V with the def2-TZVPD basis set

Values from the calculation:
- LUMO energy (hartree) = -0.2881
- net charge = +2
- Kohn-Sham gap (Eh) = 0.2376

Cartesian coordinates (Å):
V: -0.594 0.208 0.311
C: -0.929 1.560 2.083
C: -1.859 1.926 1.087
C: -2.717 0.806 0.848
C: -2.350 -0.228 1.749
C: -1.247 0.233 2.525
C: -0.751 -0.414 3.776
C: -3.218 -1.409 2.031
C: -3.912 0.737 -0.040
C: -1.926 3.289 0.476
C: 0.116 2.469 2.640
H: 0.190 0.013 4.116
H: -0.635 -1.493 3.681
H: -1.495 -0.242 4.559
H: -3.481 -1.957 1.128
H: -4.146 -1.041 2.477
H: -2.767 -2.098 2.740
H: -4.812 0.759 0.580
H: -3.930 -0.194 -0.607
H: -3.967 1.573 -0.733
H: -1.001 3.552 -0.042
H: -2.057 4.024 1.273
H: -2.766 3.395 -0.205
H: 0.905 1.920 3.147
H: -0.347 3.144 3.364
H: 0.565 3.084 1.859
F: -0.611 -5.137 1.197
C: -0.676 -4.133 0.333
C: -0.830 -2.848 0.817
C: -0.898 -1.784 -0.069
C: -0.840 -2.019 -1.455
C: -0.649 -3.336 -1.884
F: -0.557 -3.598 -3.190
C: -0.569 -4.402 -1.019
C: -1.061 -0.873 -2.348
C: -1.053 -0.881 -3.735
C: -1.347 0.287 -4.420
C: -1.629 1.446 -3.712
C: -1.587 1.395 -2.337
N: -1.324 0.266 -1.670
H: -0.851 -2.719 1.889
H: -0.442 -5.410 -1.392
H: -0.829 -1.784 -4.277
H: -1.356 0.288 -5.501
H: -1.865 2.375 -4.211
H: -1.760 2.286 -1.754
C: 3.221 -2.387 -2.045
C: 3.816 -1.123 -1.481
O: 2.793 -0.070 -1.509
P: 2.268 0.669 -0.245
O: 0.848 1.173 -0.551
Te: 1.678 -0.775 1.563
O: 3.149 1.899 0.084
C: 4.532 1.805 0.575
C: 4.865 3.092 1.280
H: 3.986 -3.162 -2.084
H: 2.853 -2.216 -3.056
H: 2.402 -2.739 -1.416
H: 4.645 -0.752 -2.079
H: 4.157 -1.269 -0.453
H: 5.171 1.639 -0.291
H: 4.601 0.949 1.250
H: 4.753 3.939 0.605
H: 5.901 3.054 1.616
H: 4.226 3.239 2.150

Force components x, y, z for each atom (eV/Å):
V 0.6449 0.1275 -0.3539
C -0.0075 0.0347 0.0693
C -0.0477 -0.0274 -0.0575
C 0.0222 0.2161 -0.1135
C -0.0036 -0.1222 0.0881
C -0.0943 -0.0447 0.0082
C 0.0098 -0.0145 -0.0109
C 0.0169 -0.0058 -0.0110
C 0.0006 0.0251 -0.0040
C 0.0389 0.0173 -0.0024
C -0.0005 0.0053 0.0063
H 0.0005 0.0019 -0.0068
H -0.0033 0.0004 0.0128
H -0.0031 -0.0005 -0.0009
H 0.0014 0.0033 0.0009
H 0.0006 -0.0117 0.0154
H -0.0080 -0.0032 0.0019
H 0.0012 0.0164 0.0020
H -0.0076 0.0042 -0.0042
H 0.0070 -0.0100 -0.0135
H -0.0095 0.0050 -0.0059
H -0.0069 -0.0128 0.0107
H 0.0026 -0.0096 -0.0102
H 0.0019 -0.0055 -0.0031
H -0.0092 -0.0039 -0.0033
H 0.0130 -0.0075 0.0027
F 0.0148 -0.0079 0.0086
C -0.0371 0.0382 -0.0649
C 0.0002 0.0048 0.0293
C -0.0606 -0.1834 0.0053
C -0.0415 0.0922 0.0289
C -0.0333 -0.0283 0.0377
F -0.0082 -0.0074 0.0044
C 0.0192 -0.0656 -0.0193
C -0.0510 -0.0672 0.0399
C -0.0496 0.0534 -0.0845
C 0.0034 -0.0031 0.0364
C 0.0044 -0.0163 -0.0206
C 0.0042 0.0202 -0.0531
N 0.1177 -0.0997 0.1588
H 0.0087 -0.0083 -0.0012
H 0.0005 -0.0006 0.0124
H -0.0060 -0.0070 0.0193
H 0.0009 0.0022 -0.0009
H -0.0019 0.0003 0.0024
H 0.0130 -0.0189 0.0409
C -0.0119 0.0630 0.0107
C 0.0369 -0.1926 -0.0450
O -0.0074 0.0934 0.0220
P -0.0295 -0.2343 0.1235
O -0.4081 0.2149 0.0471
Te 0.0616 0.0464 -0.0108
O -0.1335 0.0807 0.0789
C 0.1412 0.0337 0.0141
C -0.0356 -0.0047 -0.0271
H -0.0012 -0.0047 0.0019
H 0.0002 -0.0126 -0.0016
H 0.0006 -0.0098 -0.0046
H -0.0176 0.0460 0.0048
H -0.0059 0.0385 0.0040
H -0.0322 -0.0243 -0.0189
H -0.0281 -0.0097 -0.0056
H 0.0084 0.0006 0.0017
H -0.0002 0.0026 0.0057
H 0.0044 -0.0032 0.0021

How positive or negative is each atom? The Mulliken charges in e answer that: -1.30 0.55 1.26 1.30 -0.74 1.24 -1.35 -1.47 -1.70 -2.04 -1.78 0.40 0.41 0.40 0.37 0.38 0.46 0.36 0.38 0.36 0.41 0.39 0.46 0.39 0.38 0.38 -0.32 0.25 -0.44 1.43 -0.73 1.07 -0.33 -1.06 0.54 -0.87 -0.67 -1.09 -0.30 0.85 0.44 0.56 0.68 0.49 0.52 0.46 -1.05 -0.27 -0.32 1.27 -1.04 0.41 -0.31 -0.06 -1.35 0.45 0.31 0.11 0.38 0.36 0.30 0.36 0.33 0.41 0.32

=====

no.,DFT total energy (eV)
1,-76539.6942
2,-149269.0252
3,-81753.8874